(1)
C20H38IrNO3P2Si | ωB97M-V with the def2-TZVPD basis set

Calculated values
**Total charge**: +1
**2S+1**: 6
**Highest occupied orbital energy (alpha / beta)**: -6.971 / -11.159 eV
**HOMO-LUMO gap (alpha / beta)**: 4.71 / 5.00 eV

```
66
Properties=species:S:1:pos:R:3:mulliken_charge:R:1
H 5.096 0.210 -0.273 0.273
C -0.639 2.766 4.129 -0.481
H -2.483 -0.915 -2.209 0.228
H 0.012 1.076 -3.792 0.490
H 5.876 0.149 1.342 0.412
H 2.912 0.403 3.527 0.216
H -0.421 -3.315 3.067 0.499
P -0.560 -1.999 1.028 1.161
O 2.487 -0.307 0.433 -0.291
H -0.330 -1.535 3.344 0.355
H -2.751 -2.313 0.028 0.218
C 0.996 -2.864 -3.731 -1.073
C 0.215 -3.263 -0.060 -1.365
C 0.627 2.710 3.547 -0.891
Si 3.659 -0.821 1.459 0.431
N 0.512 -1.276 -1.539 0.200
C -0.207 1.213 1.799 0.296
H -2.394 0.929 1.841 0.457
H 0.823 -4.485 -2.354 0.566
C -2.336 -2.494 1.029 -1.330
C 0.947 -1.491 -3.858 -0.515
O -3.206 -1.423 -1.705 -0.666
H -2.533 0.708 -5.068 0.328
C -1.523 1.380 2.327 -0.277
H -2.731 2.207 3.943 0.392
H 1.499 3.203 4.001 0.408
H -2.451 -3.563 1.270 0.465
C 0.826 1.969 2.364 -0.320
P 0.579 1.668 -1.245 0.855
H -1.540 2.503 -1.867 0.356
H 4.357 -0.636 3.718 0.462
C 0.434 -2.611 -1.419 0.294
H -0.791 3.340 5.053 0.399
H -0.973 3.367 -0.401 0.302
H 1.175 -3.593 0.345 0.398
C 2.233 2.412 -1.095 -1.597
C 4.947 0.360 0.806 -1.175
C 0.685 -0.696 -2.754 -0.108
H 1.630 1.215 -3.339 0.516
H -0.246 3.732 -1.968 0.467
H -0.407 -4.162 -0.143 0.618
C -0.673 2.934 -1.359 -1.252
O -2.958 1.145 -4.307 -0.615
C 0.762 -3.425 -2.495 -0.636
H -3.095 0.359 -3.769 0.298
C 3.346 -0.579 3.284 -0.896
H 1.113 -0.976 -4.803 0.516
C 3.931 -2.605 0.995 -1.056
H 4.975 -2.797 1.282 0.474
H -3.771 -0.747 -1.209 0.335
H 2.730 -1.374 3.732 0.313
C 0.693 0.811 -2.909 -1.063
H 4.654 1.406 0.973 0.290
H 2.315 3.027 -1.997 0.573
H 3.026 1.654 -1.099 0.329
H -2.840 -1.863 1.768 0.452
H -0.989 -0.201 0.712 -0.351
C 0.014 -2.365 2.709 -1.119
H 1.813 1.941 1.881 0.424
H 3.274 -3.296 1.543 0.287
C -1.724 2.133 3.499 -0.601
H 1.201 -3.452 -4.613 0.394
H 3.811 -2.771 -0.087 0.281
H 1.116 -2.420 2.735 0.074
Ir 0.548 -0.029 0.396 1.239
H 2.455 3.051 -0.237 0.341
```


(2)
C9H14 | ωB97M-V with the def2-TZVPD basis set

Calculated values
**Energy above the lowest of the compared OMol25 structures with the same formula, charge and spin**: 35.96 kcal/mol
**Highest occupied orbital energy**: -8.744 eV
**HOMO-LUMO gap**: 9.74 eV
**SMILES**: Cc1ccccc1.CC

```
23
Properties=species:S:1:pos:R:3:mulliken_charge:R:1
H 1.357 -1.360 -2.382 0.321
H -2.933 0.942 -1.944 0.255
H -3.916 2.615 -1.734 0.289
C 1.302 0.851 0.979 -0.495
C -2.676 1.707 0.030 -0.817
H -2.223 2.551 0.488 0.295
H -0.241 -2.125 -1.952 0.369
C 1.496 -0.142 1.961 -0.591
C 0.412 -1.240 -1.849 -1.437
H -3.488 1.528 0.648 0.405
H 1.743 0.211 2.902 0.454
H -0.085 -0.414 -2.509 0.261
H -1.991 0.917 0.086 0.126
C 1.023 -1.976 0.390 -0.671
H -2.213 2.550 -1.881 0.215
H 0.632 1.209 -1.100 0.205
C 0.829 0.463 -0.255 -0.559
C 1.487 -1.535 1.622 -0.454
C 0.643 -0.913 -0.466 1.420
H 1.060 -3.010 0.070 0.404
C -3.016 1.913 -1.489 -0.765
H 1.611 1.797 1.344 0.406
H 1.687 -2.179 2.426 0.364
```


(3)
C21H40Cl3EuN2O4Si | ωB97M-V with the def2-TZVPD basis set

Calculated values
**2S+1**: 7
**Energy above the lowest of the compared OMol25 structures with the same formula, charge and spin**: 45.00 kcal/mol
**Highest occupied orbital energy (alpha / beta)**: -6.694 / -6.768 eV
**HOMO-LUMO gap (alpha / beta)**: 4.65 / 6.65 eV

```
72
Properties=species:S:1:pos:R:3:mulliken_charge:R:1
Si -4.185 1.608 -0.593 1.112
H -4.543 2.853 1.462 0.323
H 3.745 -2.518 -2.270 0.446
H -6.695 1.078 -0.366 0.414
H -3.421 -4.452 -2.757 0.458
H -1.174 0.214 -5.177 0.381
H -5.927 2.298 -2.343 0.340
H -5.063 3.677 -1.643 0.339
N 0.315 -0.030 -3.742 0.388
H 2.181 -0.708 -4.359 0.280
H 4.387 -4.326 -0.653 0.393
C -2.928 -3.755 -2.072 -1.602
H -0.544 -5.137 -5.080 0.383
Cl -2.796 0.047 -0.978 0.135
H -2.159 -4.525 -4.664 0.392
Cl -1.403 -0.128 2.583 -0.577
H 5.028 0.158 1.055 0.394
O -1.055 -1.666 -1.647 -0.119
H 4.588 -1.391 2.893 0.326
C -5.825 0.510 -0.729 -1.800
H -1.606 -6.100 -4.036 0.303
C 1.693 -2.512 -1.637 1.888
H -5.767 -0.409 -0.132 0.344
C 1.947 -0.761 1.266 0.025
C 3.360 -3.954 -0.679 -0.760
C 1.121 -0.874 -4.611 -0.830
H -6.046 0.210 -1.762 0.352
C -0.781 -2.866 -1.135 -0.195
H 1.365 -1.316 2.019 0.297
H -4.287 2.682 -2.900 0.314
H -1.645 -0.809 -3.799 0.148
H 0.881 -1.941 -4.462 0.231
H -1.539 0.959 -3.579 0.316
H 3.053 -2.355 2.822 0.289
H 0.296 1.739 3.013 0.149
C 2.405 -4.486 0.191 -0.697
H 2.671 -5.260 0.918 0.379
C 3.867 -1.909 2.232 -0.896
C 0.835 2.635 2.674 -0.458
H -5.420 1.290 1.550 0.309
C 3.010 -2.950 -1.580 -0.921
O 0.264 2.997 1.395 -0.350
O 0.268 1.297 -1.884 -0.534
C 4.201 -0.225 0.438 -0.957
N 3.273 -0.928 1.328 0.435
H 4.383 -2.696 1.644 0.304
H 0.404 -4.310 -3.066 0.368
H 1.997 0.509 -2.694 0.252
O 1.401 -0.002 0.407 -0.250
Eu -0.760 1.094 0.306 0.645
C -1.099 0.098 -4.088 -0.968
H -3.665 1.329 1.878 0.217
C -0.699 -4.379 -3.098 0.366
H 1.387 -1.687 -2.297 -0.808
C -4.939 2.655 -2.024 -1.205
H -3.268 -3.971 -1.050 0.307
Cl -2.570 3.254 -0.447 -0.500
H -3.234 -2.724 -2.307 0.165
H 4.620 -0.925 -0.306 0.271
H 0.292 -4.437 0.780 0.457
C 0.716 -3.115 -0.857 -0.305
C -4.471 1.773 1.267 -0.933
H -1.305 -3.031 -0.173 0.311
H 0.735 3.447 3.418 0.372
H 0.242 3.949 1.300 0.272
H 3.703 0.604 -0.079 0.231
C -1.291 -5.077 -4.282 -1.674
H 1.888 2.350 2.539 0.195
H 0.942 -0.614 -5.666 0.370
C -1.434 -3.804 -2.139 0.187
C 0.892 0.621 -2.725 0.229
C 1.075 -4.055 0.115 -0.463
```


(4)
C4H7NO2 | ωB97M-V with the def2-TZVPD basis set

Calculated values
**Energy above the lowest of the compared OMol25 structures with the same formula, charge and spin**: 73.79 kcal/mol
**Highest occupied orbital energy**: -9.728 eV
**HOMO-LUMO gap**: 9.84 eV
**SMILES**: [H]/N=C(\C)OCC=O

```
14
Properties=species:S:1:pos:R:3:mulliken_charge:R:1
H 1.938 -1.815 0.622 0.240
H 1.433 -0.936 -1.628 0.363
N -0.808 1.492 1.269 -0.668
H -1.741 1.851 1.089 0.252
H -2.443 -0.283 -0.118 0.359
H -1.120 -0.867 -1.134 0.330
O 1.020 0.899 -0.913 -0.429
O 0.247 -0.453 1.146 -0.393
H -1.728 0.780 -1.346 0.315
H 2.269 -0.169 1.244 0.233
C -0.600 0.481 0.542 0.705
C 1.605 -0.753 0.605 -0.174
C -1.504 0.005 -0.598 -1.067
C 1.432 -0.232 -0.779 -0.066
```


(5)
C22H30N4O5S | ωB97M-V with the def2-TZVPD basis set

Calculated values
**Energy above the lowest of the compared OMol25 structures with the same formula, charge and spin**: 21.21 kcal/mol
**Highest occupied orbital energy**: -8.828 eV
**HOMO-LUMO gap**: 8.99 eV
**SMILES**: Cc1cc(C)cc(N(CC(=O)NC2CCCCCC2)S(=O)(=O)c2c(C)[nH]c(=O)[nH]c2=O)c1

```
62
Properties=species:S:1:pos:R:3:mulliken_charge:R:1
H 5.780 -3.475 -1.417 0.350
C 5.151 -0.589 1.479 -0.949
C 0.481 2.168 0.992 -0.091
H 3.724 0.810 0.667 0.371
H 7.248 -0.368 1.092 0.357
C 5.558 -2.448 -1.118 -0.875
O 2.271 0.644 -2.538 -0.711
H -5.153 -0.503 -1.789 0.256
C -1.780 5.015 -1.272 -1.702
N -4.642 -0.901 -1.008 -0.076
H -2.199 5.783 -0.626 0.394
N -4.581 -2.285 0.832 -0.110
H 1.269 3.282 3.330 0.362
H 5.082 -1.546 2.001 0.348
C 6.578 -2.031 -0.061 -0.706
C 3.594 -0.931 -0.564 -0.154
H -0.298 0.603 -2.490 0.503
H 1.045 1.441 1.553 0.523
O -6.492 -2.061 -0.370 -0.620
H 6.573 -2.762 0.752 0.301
O -0.193 -1.962 0.451 -0.915
H 7.570 -2.062 -0.518 0.341
H 2.424 3.966 2.190 0.311
C -0.300 1.749 -0.072 -0.188
H 3.006 -0.584 1.470 0.153
C 3.815 -0.270 0.804 -0.563
H 3.980 -2.882 0.302 0.354
H 5.326 0.174 2.241 0.491
C 1.375 3.962 2.487 -1.602
C -1.002 4.012 -0.475 0.320
C -2.633 -1.104 0.243 -0.375
H -0.272 -1.071 -1.879 0.529
H 6.230 0.093 -0.267 0.364
C -3.305 -0.512 -0.889 0.730
C -0.219 4.420 0.598 -0.700
O -2.831 0.245 -1.704 -0.565
C 0.102 -0.058 -1.721 -0.879
H -1.711 -3.123 1.895 0.308
O -0.923 -0.174 1.964 -0.739
H -1.659 2.319 -1.618 0.413
H -2.584 4.533 -1.821 0.356
H -5.063 -2.932 1.445 0.215
H -1.123 5.504 -1.992 0.328
H -2.296 -1.850 2.931 0.332
H 1.106 4.966 2.806 0.386
H -3.278 -3.324 2.724 0.397
C -1.043 2.665 -0.804 -0.498
C -3.275 -1.972 1.065 0.447
C 0.520 3.512 1.341 0.386
H 1.551 -1.413 -0.270 0.281
H 5.674 -1.817 -2.002 0.390
N -0.321 0.372 -0.405 0.425
C 1.639 -0.052 -1.772 0.270
H 3.485 -2.895 -1.389 0.435
C -2.617 -2.618 2.228 -1.425
C 6.351 -0.640 0.531 -0.697
H 4.074 -0.335 -1.347 0.463
C -5.338 -1.765 -0.206 0.188
S -0.908 -0.721 0.640 1.943
N 2.176 -0.882 -0.866 0.181
H -0.188 5.470 0.858 0.411
C 4.103 -2.373 -0.655 -0.774
```


(6)
C3H3FOS | ωB97M-V with the def2-TZVPD basis set

Calculated values
**Energy above the lowest of the compared OMol25 structures with the same formula, charge and spin**: 34.92 kcal/mol
**Highest occupied orbital energy**: -9.259 eV
**HOMO-LUMO gap**: 8.39 eV
**SMILES**: O=C[C@@H](F)C=S

```
9
Properties=species:S:1:pos:R:3:mulliken_charge:R:1
S 2.438 0.798 -0.293 -0.158
C -0.984 -0.711 -0.451 -0.046
C 0.847 0.834 -0.173 -0.274
H -0.555 0.320 1.438 0.257
C 0.035 -0.073 0.599 0.381
O -1.188 -1.784 -0.828 -0.353
F 0.883 -1.085 1.224 -0.294
H -1.643 0.153 -0.661 0.289
H 0.167 1.549 -0.854 0.198
```


Molar mass in g/mol, matching the order above: 622.78, 122.21, 670.97, 101.10, 462.57, 106.12